1.
{"formula": "C5H14", "method": "ωB97M-V with the def2-TZVPD basis set", "elements": ["C", "C", "C", "H", "H", "H", "H", "H", "H", "H", "H", "C", "C", "H", "H", "H", "H", "H", "H"], "xyz": [[0.73, 2.00, 0.15], [2.13, 1.64, -0.37], [-0.44, 1.32, -0.56], [0.66, 3.10, 0.08], [0.75, 1.86, 1.23], [2.92, 2.36, -0.15], [2.37, 0.63, 0.06], [-0.99, 0.93, 0.32], [-0.13, 0.67, -1.39], [2.15, 1.34, -1.42], [-1.25, 2.00, -0.80], [-1.71, -2.58, 0.01], [-0.52, -1.89, 0.70], [-2.20, -3.14, 0.81], [-2.35, -1.82, -0.44], [-1.45, -3.21, -0.85], [-0.89, -1.19, 1.45], [0.12, -2.63, 1.19], [0.11, -1.39, -0.02]], "fmax_ev_per_a": 2.5, "smiles": "CCC.CC", "charge": 0}


2.
{"formula": "C4H9NO", "method": "ωB97M-V with the def2-TZVPD basis set", "elements": ["C", "C", "C", "C", "H", "H", "H", "H", "H", "H", "H", "H", "H", "N", "O"], "xyz": [[2.63, -0.20, 0.03], [1.29, 0.48, -0.22], [-1.17, -0.19, -0.01], [-1.52, 1.22, 0.11], [2.81, -1.20, -0.42], [2.57, -0.29, 1.01], [3.58, 0.52, -0.40], [1.11, 1.31, 0.17], [1.21, 0.64, -1.37], [0.56, -0.63, 1.22], [-1.15, 1.55, 0.87], [-2.67, 1.42, -0.03], [-1.07, 1.70, -0.49], [0.24, -0.55, 0.22], [-2.00, -1.13, -0.19]], "fmax_ev_per_a": 14.2, "smiles": "CCNC(C)=O", "charge": 0}


3.
{"formula": "C15H4MoN4O7S2", "method": "ωB97M-V with the def2-TZVPD basis set", "elements": ["Mo", "O", "C", "O", "C", "C", "C", "C", "C", "C", "O", "N", "O", "O", "N", "O", "O", "H", "H", "S", "C", "C", "C", "C", "N", "C", "C", "C", "S", "C", "N", "H", "H"], "xyz": [[2.31, 1.35, 0.08], [4.34, -2.02, -1.35], [3.26, -1.82, -1.13], [3.56, 0.38, -0.40], [1.88, -2.04, -1.00], [1.61, -3.39, -1.32], [0.33, -3.85, -1.26], [-0.72, -3.03, -0.89], [-0.46, -1.72, -0.56], [0.82, -1.16, -0.62], [0.93, 0.14, -0.37], [-1.62, -0.88, -0.13], [-1.40, -0.03, 0.71], [-2.67, -1.15, -0.65], [0.07, -5.28, -1.61], [-1.08, -5.63, -1.54], [1.03, -5.93, -1.93], [2.40, -4.08, -1.62], [-1.74, -3.42, -0.86], [2.25, 1.91, 2.24], [0.77, 2.69, 1.65], [-0.40, 2.50, 2.41], [-1.61, 2.92, 1.92], [-2.79, 2.72, 2.69], [-3.74, 2.53, 3.32], [-1.69, 3.52, 0.63], [-0.56, 3.68, -0.13], [0.70, 3.29, 0.37], [2.09, 3.42, -0.71], [-2.96, 3.94, 0.11], [-3.97, 4.25, -0.32], [-0.34, 2.03, 3.38], [-0.63, 4.14, -1.11]], "fmax_ev_per_a": 1.1, "charge": 2}


4.
{"formula": "C6H15N3O", "method": "ωB97M-V with the def2-TZVPD basis set", "elements": ["C", "C", "N", "O", "H", "H", "H", "H", "H", "C", "C", "C", "C", "N", "N", "H", "H", "H", "H", "H", "H", "H", "H", "H", "H"], "xyz": [[1.91, -0.36, -1.43], [1.50, 0.50, -0.22], [1.52, -0.41, 1.03], [2.10, 1.59, -0.08], [1.66, -1.42, 0.97], [1.77, 0.12, 1.85], [1.37, 0.02, -2.30], [1.72, -1.43, -1.37], [2.97, -0.26, -1.61], [-0.90, 1.70, 0.93], [-1.30, 0.84, -1.38], [-0.74, -0.75, 0.49], [-0.57, 0.59, -0.06], [-0.84, -1.86, -0.33], [-1.06, -0.99, 1.81], [-1.19, -0.20, 2.42], [-0.96, -2.77, 0.08], [-0.64, -1.73, -1.30], [-0.98, -1.94, 2.14], [-1.94, 1.65, 1.28], [-0.26, 1.66, 1.81], [-0.85, 1.70, -1.88], [-1.27, 0.02, -2.09], [-2.35, 1.08, -1.21], [-0.70, 2.66, 0.46]], "fmax_ev_per_a": 3.4, "smiles": "CC(C)=C(N)N.CC(N)=O", "charge": 0}


5.
{"formula": "C2H4FN3", "method": "ωB97M-V with the def2-TZVPD basis set", "elements": ["C", "C", "N", "N", "N", "F", "H", "H", "H", "H"], "xyz": [[0.51, 0.68, 0.43], [1.67, 0.01, -0.24], [-0.43, -0.17, 0.59], [1.16, -1.33, -0.36], [0.02, -1.39, 0.10], [-4.31, 0.32, -0.26], [0.44, 1.70, 0.73], [1.90, 0.42, -1.23], [2.60, 0.01, 0.34], [-3.57, -0.23, -0.10]], "fmax_ev_per_a": 1.7, "smiles": "C1=NN=NC1.F", "charge": 0}


6.
{"formula": "C5H15NO", "method": "ωB97M-V with the def2-TZVPD basis set", "elements": ["C", "N", "C", "C", "C", "C", "H", "H", "H", "H", "H", "H", "H", "H", "H", "H", "H", "H", "H", "H", "H", "O"], "xyz": [[0.61, -0.05, 0.26], [-0.83, -0.41, 0.48], [-1.73, 0.71, 0.80], [-3.23, 0.49, 0.70], [-1.25, -1.26, -0.64], [1.10, 0.91, 1.36], [0.73, 0.33, -0.77], [1.11, -1.01, 0.49], [-1.30, 1.55, 0.27], [-1.50, 0.98, 1.87], [-3.78, 1.41, 0.95], [-3.40, 0.10, -0.32], [-3.56, -0.23, 1.44], [-0.47, -1.89, -1.07], [-1.57, -0.54, -1.43], [-2.09, -1.87, -0.26], [1.05, 1.96, 1.14], [0.61, 0.60, 2.27], [2.18, 0.63, 1.51], [5.29, -1.14, -2.53], [5.89, -0.24, -3.53], [6.12, -1.01, -3.00]], "fmax_ev_per_a": 2.4, "smiles": "CCN(C)CC.O", "charge": 0}


Number 1: Kohn-Sham gap 11.722 eV, DFT total energy -5411.211 eV, lowest unoccupied orbital energy 1.1 eV. Number 2: Kohn-Sham gap 10.510 eV, DFT total energy -7827.369 eV, lowest unoccupied orbital energy 0.7 eV. Number 3: Kohn-Sham gap 6.429 eV, DFT total energy -59413.548 eV, lowest unoccupied orbital energy -10.3 eV. Number 4: Kohn-Sham gap 7.459 eV, DFT total energy -12980.883 eV, lowest unoccupied orbital energy 0.4 eV. Number 5: Kohn-Sham gap 10.362 eV, DFT total energy -9324.491 eV, lowest unoccupied orbital energy -0.2 eV. Number 6: Kohn-Sham gap 8.659 eV, DFT total energy -8964.630 eV, lowest unoccupied orbital energy 0.6 eV.